Entry 1:
2 unconnected molecules or ions with the total composition C3H8NO. Source: OMol25; level of theory: ωB97M-V/def2-TZVPD.

XYZ file:
```
13
Properties=species:S:1:pos:R:3:forces:R:3
C -1.135333 -0.017560 -0.313061 -3.4 2.4 -1.3
C -2.075041 0.960954 -0.052069 3.4 0.4 0.3
C 0.976680 1.214199 -0.479884 -2.4 1.5 -0.2
N 0.267490 0.170067 -0.500377 -0.9 -0.6 2.4
H -1.458562 -0.973727 -0.659491 0.0 -0.7 0.3
H -1.688896 2.015996 0.152572 -0.7 -1.5 -0.2
H -3.146157 0.846259 0.101629 0.4 -0.5 -0.3
H 1.955094 1.034492 -0.171161 1.8 0.5 0.0
H 0.419981 2.169499 -0.585295 1.1 -0.4 -0.3
H 0.716621 -0.614640 -0.033493 0.8 -1.3 -0.9
H 1.216916 -2.177220 1.447439 0.0 -0.3 0.6
H 2.458417 -2.351275 0.555595 -0.2 -0.1 0.0
O 1.492791 -2.277044 0.537595 0.1 0.7 -0.4
```
Positions in Å, forces in eV/Å.

## Properties
total charge: +1
energy relative to the best compared isomer or geometry (same formula, charge and spin): 157.6 kJ/mol
LUMO energy: -5.68 eV
gap between HOMO and LUMO: 9.3926 eV
highest occupied orbital energy: -15.069 eV

Entry 2:
A molecular structure, C28H24IN2O4PV. Source: OMol25; level of theory: ωB97M-V/def2-TZVPD.

XYZ file:
```
61
Properties=species:S:1:pos:R:3:forces:R:3
V -1.541600 1.246899 0.853808 -0.1 0.2 -0.4
C -2.400911 4.196690 -2.460133 0.0 0.0 0.0
C -1.001536 3.683675 -2.417112 -0.1 -0.2 0.2
N -0.126553 4.121496 -3.302222 0.2 -0.2 0.1
C 1.144626 3.697890 -3.267794 0.0 -0.1 0.1
C 1.666747 2.799778 -2.335977 0.0 0.3 -0.3
C 3.121494 2.385032 -2.393133 0.0 0.0 0.0
O 3.740542 2.444643 -1.117038 -0.1 0.0 0.0
C 0.766851 2.306354 -1.384204 0.1 -0.2 0.3
C 1.209632 1.492917 -0.281188 -0.1 0.1 -0.3
N 0.447299 1.015293 0.664093 -0.2 0.0 0.2
C 1.118451 0.512391 1.839296 0.0 -0.1 0.0
C 2.111032 -0.455631 1.786853 0.0 0.0 -0.1
C 2.753793 -0.833487 2.955967 0.0 0.0 0.0
C 2.405906 -0.256868 4.172818 0.0 0.0 0.0
C 1.410908 0.711425 4.240573 0.1 0.0 0.0
C 0.791301 1.084012 3.062604 -0.1 0.0 0.1
I -0.638124 2.617896 3.033004 -0.1 0.0 -0.1
C -0.568811 2.750203 -1.434864 0.0 0.1 -0.4
O -1.428667 2.288665 -0.539270 0.2 0.1 0.6
H -2.663576 4.437667 -3.487687 0.0 0.0 0.0
H -2.467685 5.123372 -1.882581 0.0 0.0 0.0
H -3.114482 3.486999 -2.048097 0.0 0.0 0.0
H 1.787465 4.116024 -4.035598 0.0 0.0 0.0
H 3.641479 2.998024 -3.128580 0.0 0.0 0.0
H 3.187616 1.351515 -2.742400 0.0 0.0 0.0
H 4.279647 3.238030 -1.043254 0.1 0.0 0.0
H 2.281722 1.351661 -0.166273 0.0 0.1 0.0
H 2.389909 -0.897335 0.837713 0.0 0.0 0.0
H 3.537445 -1.578480 2.917814 0.0 0.0 0.0
H 2.921272 -0.547946 5.078843 0.0 0.0 0.0
H 1.157202 1.175546 5.184798 0.0 0.0 0.0
O -3.339534 0.815144 -0.027325 0.1 0.0 0.2
C -3.381630 0.048362 0.969748 0.2 0.1 0.1
O -2.878053 0.559969 2.062735 -0.2 -0.1 -0.3
C -3.377287 -1.422045 0.732466 0.1 0.1 0.1
P -1.559617 -1.394187 0.363806 -0.1 -0.1 0.1
C -0.728984 -2.399529 1.544999 0.0 0.0 -0.1
C -0.088799 -3.565406 1.100607 0.2 0.0 0.0
C 0.396783 -4.462582 2.037878 0.0 0.0 0.0
C 0.240053 -4.206916 3.394067 0.0 0.0 0.0
C -0.413322 -3.055854 3.830670 0.0 0.0 0.0
C -0.902539 -2.147689 2.914195 0.0 0.0 0.0
C -1.132553 -1.581100 -1.319334 -0.1 0.0 -0.2
C 0.200482 -1.879656 -1.658265 0.1 0.1 0.0
C 0.546910 -2.006790 -2.987912 0.0 0.0 0.0
C -0.414034 -1.817214 -3.979775 0.0 0.0 0.0
C -1.726272 -1.491474 -3.650131 0.0 0.0 0.0
C -2.094108 -1.365620 -2.324656 0.1 0.0 0.0
H -3.986769 -1.710003 -0.118827 0.0 0.0 0.0
H -3.568363 -2.030469 1.612209 0.0 0.0 0.0
H 0.005182 -3.790344 0.044817 0.0 0.0 0.1
H 0.878090 -5.372596 1.705780 0.0 0.0 0.0
H 0.612005 -4.918792 4.119779 0.0 0.0 0.0
H -0.552843 -2.881128 4.889308 0.0 0.0 0.0
H -1.441581 -1.274616 3.260399 0.0 0.1 0.0
H 0.943221 -2.049222 -0.887351 0.0 0.1 -0.1
H 1.560189 -2.272473 -3.258894 0.0 0.0 0.0
H -0.137506 -1.932209 -5.020033 0.0 0.0 0.0
H -2.463548 -1.350120 -4.429053 0.0 0.0 0.0
H -3.115961 -1.109803 -2.082699 0.0 0.0 0.0
```
Positions in Å, forces in eV/Å.

## Properties
total charge: +3
energy relative to the best compared isomer or geometry (same formula, charge and spin): 48.4 kJ/mol
LUMO energy (alpha / beta): -11.99 / -11.99 eV
gap between HOMO and LUMO (alpha / beta): 5.4396 / 5.4275 eV
highest occupied orbital energy (alpha / beta): -17.427 / -17.418 eV

Entry 3:
2 unconnected molecules or ions with the total composition C22H41NO5P. Source: OMol25; level of theory: ωB97M-V/def2-TZVPD.

XYZ file:
```
70
Properties=species:S:1:pos:R:3:forces:R:3
C 7.280810 1.767735 1.156099 0.2 0.0 -0.2
C 6.628292 0.648298 0.389410 0.1 -0.3 0.0
O 6.941670 0.333071 -0.727163 -0.2 0.2 0.0
O 5.677621 0.007291 1.112278 -0.1 0.5 0.1
C 4.360276 -0.059164 0.501163 0.0 -0.2 0.0
C 4.119001 -1.279185 -0.358100 -0.2 0.2 -0.1
C 2.642288 -1.318289 -0.806510 0.4 -0.3 0.0
C 2.467188 -1.856781 -2.228768 0.1 -0.1 0.1
C 1.100590 -2.491656 -2.510156 0.3 0.0 -0.1
P -0.516550 -1.404284 -2.389870 0.0 0.0 -0.3
C 0.163180 -0.447922 -3.961468 -0.2 0.3 -0.2
N -0.786808 0.373387 -4.765348 0.1 -0.1 0.0
C -1.150469 -2.341968 -0.795660 0.1 0.0 0.2
C -1.507867 -1.504335 0.439820 -0.2 -0.3 0.2
C -0.315823 -0.834346 1.130931 -0.1 -0.1 0.3
C -0.703321 -0.037089 2.341763 0.2 -0.1 0.0
O -0.317348 1.065186 2.608465 -0.1 0.3 0.0
O -1.574560 -0.687835 3.193990 -0.5 -0.1 -0.4
C -2.190470 -0.390606 -2.387042 -0.3 0.0 0.4
C -2.240802 1.027305 -1.887327 0.0 0.1 0.0
C -1.151880 1.906695 -1.911690 -0.1 0.0 0.0
C -1.249381 3.206896 -1.433580 -0.1 -0.1 0.0
C -2.434702 3.701094 -0.897678 -0.1 -0.1 -0.1
C -2.529448 5.108280 -0.370454 0.1 -0.1 0.1
C -3.525692 2.835688 -0.861735 0.2 0.0 0.0
C -3.424407 1.536356 -1.345948 0.0 0.1 0.1
H 7.894398 2.344491 0.467672 0.0 0.0 0.1
H 6.535128 2.408130 1.621376 0.0 -0.1 0.1
H 7.921165 1.342796 1.929141 -0.1 0.0 0.1
H 4.200444 0.851274 -0.082402 0.0 0.0 0.0
H 3.667482 -0.035239 1.342711 0.0 0.0 0.0
H 4.364086 -2.171137 0.221797 0.1 -0.1 -0.1
H 4.766318 -1.233348 -1.234428 0.1 -0.1 0.1
H 2.223861 -0.315488 -0.713855 -0.2 -0.1 0.0
H 2.097692 -1.988532 -0.138347 -0.2 0.2 0.1
H 2.710370 -1.071926 -2.950566 -0.1 0.1 0.0
H 3.243747 -2.623171 -2.364598 0.0 0.0 -0.1
H 1.129096 -2.886981 -3.531939 -0.1 0.0 0.0
H 1.032872 -3.379709 -1.871787 -0.2 0.1 0.1
H -1.181096 -2.400587 -3.276189 0.0 0.0 0.1
H 0.143105 -0.421044 -1.527648 0.0 0.0 0.0
H 0.648509 -1.167275 -4.629925 0.0 -0.1 0.1
H 0.965270 0.209465 -3.603967 0.0 0.0 0.1
H -0.913536 -0.031895 -5.681919 0.0 0.0 0.0
H -0.422202 1.304002 -4.916815 0.0 0.0 0.0
H -2.042528 -2.903541 -1.096643 0.0 0.1 0.0
H -0.437309 -3.104133 -0.456799 0.1 0.1 -0.1
H -2.285350 -0.767347 0.222607 0.1 0.1 -0.1
H -1.951412 -2.174703 1.184436 -0.1 0.0 0.0
H 0.217234 -0.145633 0.484834 0.1 -0.1 -0.1
H 0.358932 -1.627379 1.473054 0.1 0.1 -0.1
H -2.236315 -0.026184 3.431732 0.2 0.1 0.4
H -2.643152 -0.446268 -3.377745 0.3 0.1 -0.1
H -2.879811 -0.947284 -1.742775 0.0 -0.1 -0.1
H -0.203872 1.564866 -2.299134 0.0 0.0 0.0
H -0.375459 3.848854 -1.475988 0.0 0.0 0.0
H -1.888661 5.240885 0.504482 0.0 0.0 0.0
H -2.209557 5.839230 -1.115297 -0.1 0.0 0.0
H -3.550972 5.334160 -0.065995 0.0 0.1 0.0
H -4.465438 3.180282 -0.441140 0.0 0.0 0.0
H -4.296461 0.893008 -1.290937 0.0 -0.1 0.0
C -4.682281 -0.662987 5.980878 0.0 -0.1 0.0
C -3.494899 -1.533280 6.354930 0.1 0.1 -0.1
O -3.355534 -2.649505 5.487021 -0.1 0.1 0.1
H -5.601367 -1.249335 6.000884 0.0 0.0 0.0
H -4.787426 0.179020 6.667206 0.0 0.0 0.0
H -4.566338 -0.263971 4.970157 0.0 0.0 0.0
H -3.622880 -1.934586 7.360021 0.0 -0.1 0.0
H -2.573080 -0.940768 6.347224 0.0 0.0 0.1
H -3.214167 -2.301049 4.599246 0.2 -0.1 0.0
```
Positions in Å, forces in eV/Å.

## Properties
total charge: -1
LUMO energy: 2.53 eV
gap between HOMO and LUMO: 6.0636 eV
highest occupied orbital energy: -3.532 eV

Entry 4:
11 unconnected molecules or ions with the total composition C27H78N2O13. Source: OMol25; level of theory: ωB97M-V/def2-TZVPD.

XYZ file:
```
120
Properties=species:S:1:pos:R:3:forces:R:3
C -3.093691 4.512420 2.143133 -0.2 1.4 0.2
O -4.376426 4.134785 1.689543 0.0 -1.4 -0.4
H -3.161691 5.417379 2.808449 0.3 -1.1 -0.3
H -2.656110 3.636629 2.559405 0.3 -0.5 1.1
H -2.436566 4.741130 1.320169 0.1 0.5 -0.6
H -5.012752 4.826976 1.694912 -0.4 1.0 0.1
C -3.278640 0.955566 4.115173 -0.1 -0.6 -1.3
O -2.188755 1.351074 3.274696 -0.2 0.4 0.5
H -3.806525 1.879390 4.142249 -1.2 0.5 0.1
H -3.899137 0.130908 3.627866 0.7 1.0 0.8
H -3.054541 0.730115 5.160388 0.5 -0.4 -0.2
H -1.600608 0.637544 3.054022 0.2 -0.9 0.1
C 2.448475 4.380100 -2.929398 0.6 0.3 3.0
O 1.383147 4.752940 -1.951949 1.4 -0.6 -1.4
H 2.233985 4.768608 -3.893230 -0.1 0.4 -0.8
H 3.402847 4.790189 -2.490808 -1.0 -0.1 -0.7
H 2.630584 3.301510 -2.952426 -0.5 0.0 -0.1
H 0.597872 4.842750 -2.489400 -0.4 0.0 0.0
C -5.618919 -7.833440 5.790170 0.7 -0.3 -0.4
O -6.118114 -6.634022 5.274424 -0.6 0.7 -0.5
C -5.261410 -5.487574 5.274955 -0.3 -1.0 1.9
C -6.036477 -4.245568 4.782418 2.2 -0.2 0.1
N -5.120081 -3.289402 4.112707 -0.5 0.1 -0.1
C -4.807485 -3.629189 2.714135 0.4 -1.2 1.3
C -4.254032 -2.455960 1.943653 -0.8 -0.3 1.6
O -5.253147 -1.466864 1.839616 -0.7 -0.4 0.0
C -4.890092 -0.372199 1.046695 0.5 -1.0 -1.3
H -4.620247 -8.118170 5.398778 -0.3 0.2 -0.3
H -6.331472 -8.622610 5.492097 0.3 0.4 0.4
H -5.453272 -7.788000 6.866364 -0.4 0.0 0.3
H -4.439744 -5.704903 4.646525 1.1 -0.1 -0.9
H -4.818435 -5.417639 6.342456 -0.7 0.5 -1.5
H -6.337542 -3.774973 5.671696 -0.9 0.8 1.0
H -6.884287 -4.546706 4.197551 -0.5 -0.3 -0.5
H -5.538415 -2.358518 4.120225 0.0 -0.3 0.0
H -5.678989 -4.077534 2.244264 -0.3 0.1 -0.5
H -4.043696 -4.452969 2.779703 -0.4 0.8 -0.4
H -3.905634 -2.864727 1.016907 0.4 0.3 -1.0
H -3.484679 -2.034712 2.574837 0.8 0.1 -0.3
H -5.026025 -0.623852 -0.038427 0.0 0.3 0.7
H -3.855230 -0.115807 1.203751 0.6 0.2 0.0
H -5.470419 0.468949 1.325776 -0.8 0.7 0.2
C 2.268651 -2.372161 -3.950513 -0.2 0.4 1.6
O 3.158398 -1.279199 -4.127716 -0.9 -1.5 0.5
C 2.899490 -0.289117 -3.181856 1.6 1.8 0.1
C 4.183817 0.567757 -3.199723 -1.4 -0.4 0.0
N 5.221065 -0.165818 -2.510002 1.2 -0.3 -0.6
C 6.518978 0.459772 -2.821717 -0.3 0.6 1.8
C 7.633205 -0.353006 -2.148322 0.9 1.0 0.4
O 7.821873 -1.595581 -2.780365 -0.2 -0.7 -0.1
C 8.536221 -1.620597 -3.999525 0.3 -0.1 -0.5
H 2.344070 -2.855117 -2.953580 0.4 0.4 -0.3
H 2.496101 -3.090551 -4.660696 0.5 -1.4 -1.5
H 1.211120 -2.140565 -4.043860 -0.2 0.6 -0.3
H 2.847647 -0.593230 -2.116457 -0.6 -0.5 -0.7
H 2.046930 0.308919 -3.512559 -0.3 0.0 0.3
H 3.971912 1.495885 -2.668681 0.2 0.2 0.1
H 4.445815 0.818294 -4.236590 0.0 0.0 0.0
H 5.287871 -1.156390 -2.834176 -0.4 1.1 0.2
H 6.492401 1.517620 -2.453685 0.1 -0.8 0.3
H 6.632070 0.627149 -3.884237 0.4 -0.5 -0.6
H 7.463651 -0.572266 -1.057246 -0.5 0.1 -1.1
H 8.577690 0.248447 -2.086098 -0.4 -0.4 -0.6
H 8.696045 -2.660219 -4.312039 0.1 0.0 0.7
H 9.547243 -1.166399 -3.818385 -0.9 0.0 -0.7
H 7.954594 -1.274394 -4.900163 0.6 0.7 1.0
C -1.316080 0.581027 -4.269695 0.7 -1.1 -1.1
C -1.883680 -0.679095 -3.674966 1.4 -1.4 -0.3
O -2.472797 -1.512911 -4.647174 -1.3 0.5 -1.6
H -0.556197 0.280269 -5.015757 0.2 0.2 0.6
H -0.914809 1.176958 -3.473012 0.2 0.7 0.1
H -2.021195 1.074227 -4.930501 -0.6 0.5 0.5
H -2.630475 -0.485912 -2.958763 -0.7 0.5 1.4
H -1.079756 -1.355399 -3.231888 -0.9 1.2 -0.2
H -3.114515 -0.942562 -5.151746 0.9 -1.0 0.7
C 1.035109 1.456510 -0.707046 1.5 -1.1 -0.8
C -0.203582 2.119966 -0.263941 -0.8 1.1 1.3
O -1.327372 1.779546 -1.077569 0.3 0.5 -0.7
H 1.342112 1.847408 -1.699839 0.0 0.0 0.6
H 0.874665 0.374687 -0.875774 0.0 0.3 0.2
H 1.898058 1.548697 0.017409 -1.0 0.0 -0.7
H 0.031038 3.214482 -0.166880 -0.7 -0.7 -0.4
H -0.508272 1.786746 0.725207 0.4 0.0 0.6
H -2.012616 2.464371 -0.991998 0.0 -0.2 0.0
C 5.150849 -0.367609 2.161926 -1.6 0.5 0.1
C 4.794574 -1.084122 0.890049 0.4 -1.1 -1.4
O 3.938892 -0.405424 -0.024209 0.3 0.5 0.8
H 5.753704 0.516016 1.977301 0.1 0.0 0.0
H 5.659098 -1.076738 2.760967 1.0 -0.6 0.8
H 4.267539 -0.078073 2.766609 0.3 0.0 -0.5
H 4.298242 -2.061811 0.994631 0.3 0.2 0.8
H 5.769781 -1.338834 0.373553 -0.9 0.3 0.3
H 4.541582 -0.120867 -0.723206 0.0 0.2 -0.8
C 0.289840 -2.974271 1.399264 -0.6 -1.0 0.4
C -0.848820 -2.624429 2.410278 1.6 0.0 -1.2
O -1.214502 -1.262261 2.200280 -0.4 0.0 0.7
H 0.152889 -2.806336 0.337841 -0.9 0.3 -0.2
H 0.522043 -4.036297 1.444185 0.0 -0.2 0.2
H 1.193121 -2.450444 1.620357 0.6 0.5 0.5
H -0.350691 -2.671161 3.395562 -0.7 -0.1 -0.2
H -1.710185 -3.326550 2.338668 0.5 0.5 0.1
H -1.116564 -1.056351 1.271925 0.0 0.0 -0.4
C -4.766691 2.895960 -3.103848 -0.2 -0.6 -1.5
C -4.844227 2.510705 -1.671291 -1.1 -0.4 -0.2
O -3.946361 3.311238 -0.970192 0.9 0.1 0.3
H -5.440056 2.235789 -3.740760 0.7 1.0 0.7
H -3.740351 2.703161 -3.405218 0.2 0.1 -0.4
H -4.977040 3.963243 -3.255564 -0.1 -0.4 0.0
H -4.688319 1.428781 -1.600611 0.5 0.0 0.3
H -5.867140 2.654442 -1.354134 -0.4 0.2 0.5
H -4.163542 3.384626 -0.032054 -0.2 0.0 0.3
C 3.418650 5.209177 0.459358 0.0 1.2 0.2
C 4.642094 4.663191 1.150244 0.5 -1.3 -0.1
O 5.211901 3.579240 0.363330 0.2 0.9 0.5
H 2.970113 5.932143 1.157888 -0.4 -0.4 -0.2
H 2.706173 4.441300 0.130414 0.1 0.2 0.3
H 3.673810 5.837559 -0.412330 0.1 -0.5 0.2
H 4.412632 4.268253 2.180866 0.2 0.5 -0.9
H 5.450042 5.396665 1.216780 -0.3 0.0 0.1
H 4.576803 2.878217 0.439202 -0.4 -0.8 -0.1
```
Positions in Å, forces in eV/Å.

## Properties
LUMO energy: 0.60 eV
gap between HOMO and LUMO: 9.4570 eV
highest occupied orbital energy: -8.855 eV

Entry 5:
A molecular structure, C14H8MoO6S2. Source: OMol25; level of theory: ωB97M-V/def2-TZVPD.

XYZ file:
```
31
Properties=species:S:1:pos:R:3:forces:R:3
Mo -0.206917 -1.068662 0.544560 0.2 0.1 0.0
O 4.378767 0.183384 3.010702 -0.1 0.0 0.0
C 3.357379 -0.432069 2.646430 0.2 0.0 0.0
C 2.152030 -0.701566 3.422918 -0.1 -0.1 0.0
O 1.877278 -0.368359 4.583304 0.1 0.0 0.0
C 1.224896 -1.486211 2.515835 -0.1 0.1 0.2
C 1.831114 -1.659680 1.243717 -0.1 0.1 -0.3
O 1.265307 -2.460059 0.325777 0.0 0.0 0.0
C 3.158972 -0.995028 1.251608 -0.2 0.0 0.0
O 3.948049 -0.930866 0.323488 0.1 0.0 0.0
O 0.039387 -1.882235 2.738778 0.0 0.0 0.1
C -5.255153 -2.150905 0.970968 0.0 0.0 0.0
O -4.458564 -1.056170 1.393046 0.0 0.0 0.0
C -3.153175 -1.054394 1.049185 -0.1 -0.1 -0.1
S -2.479179 -2.290099 0.098377 0.0 0.0 0.1
S -2.226042 0.229045 1.565502 0.0 0.0 0.1
H -6.253908 -1.942484 1.350766 0.0 0.0 0.0
H -4.878499 -3.088162 1.383037 0.0 0.0 0.0
H -5.269223 -2.227593 -0.117364 0.0 0.0 0.0
C 0.066837 0.111607 -0.726117 0.2 0.0 -0.1
C 0.483533 1.141053 -1.648719 -0.1 -0.1 0.1
C 1.847017 1.456164 -1.770170 0.0 0.0 0.0
C 2.268126 2.437599 -2.649476 0.0 0.0 0.0
C 1.350887 3.131565 -3.434946 0.0 0.0 0.0
C -0.000177 2.825063 -3.326239 0.0 0.0 0.0
C -0.429331 1.843074 -2.446685 -0.1 0.0 0.0
H 2.559149 0.906198 -1.164827 0.0 0.0 0.0
H 3.325800 2.664271 -2.723014 0.0 0.0 0.0
H 1.685940 3.901094 -4.121073 0.0 0.0 0.0
H -0.726789 3.358322 -3.930676 0.0 0.0 0.0
H -1.483511 1.606105 -2.358706 0.0 0.0 0.0
```
Positions in Å, forces in eV/Å.

## Properties
total charge: -2
energy relative to the best compared isomer or geometry (same formula, charge and spin): 0.0 kJ/mol
spin multiplicity: 3
LUMO energy (alpha / beta): 4.47 / 4.46 eV
gap between HOMO and LUMO (alpha / beta): 4.1522 / 5.7897 eV
highest occupied orbital energy (alpha / beta): 0.321 / -1.325 eV

How do the records compare in DFT total energy? In the order shown, they have -6769.5363 -83644.4796 -44493.7970 -58854.5227 -50457.9825 eV.
How do the records compare in F_max? In the order shown, they have 4.3 0.7 0.6 3.0 0.3 eV/Å.